{
  "formula": "C2H7NS5",
  "method": "the ωB97M-V functional and the def2-TZVPD basis",
  "multiplicity": 1,
  "smiles": "S/C=N\\S.S=CS.S",
  "de_lowest_kj_mol": 101.7,
  "e_lumo_ha": -0.00272,
  "max_force_ev_per_a": 3.95,
  "symbols": ["S", "S", "S", "H", "H", "C", "H", "N", "H", "C", "S", "H", "S", "H", "H"],
  "coordinates": [[0.895, 2.370, 0.530], [2.468, -1.582, -1.494], [-1.809, -0.414, -1.894], [0.682, 1.506, 1.540], [-1.382, 0.880, -2.049], [-1.707, -0.398, -0.125], [-1.915, 0.554, 0.187], [-1.528, -1.434, 0.601], [-1.573, -3.638, 1.316], [2.167, -1.076, 0.129], [3.123, -0.114, 0.946], [1.492, -2.329, -1.557], [-1.232, -2.942, 0.038], [1.182, -1.373, 0.412], [0.105, 1.437, -0.097]]
}


{
  "formula": "C8H23IN2O3Pd",
  "method": "the ωB97M-V functional and the def2-TZVPD basis",
  "multiplicity": 3,
  "de_lowest_kj_mol": 0.0,
  "e_lumo_ha": [0.01279, 0.00180],
  "max_force_ev_per_a": 1.25,
  "symbols": ["H", "C", "H", "H", "H", "H", "H", "H", "N", "C", "H", "H", "H", "H", "H", "O", "O", "O", "C", "I", "H", "C", "H", "H", "C", "H", "C", "C", "H", "Pd", "C", "H", "H", "N", "H", "H", "H", "H"],
  "coordinates": [[-0.701, 2.165, 2.397], [3.015, -1.578, -0.230], [-3.302, 0.982, 3.366], [-0.076, -1.236, -2.671], [-2.145, 1.122, 0.554], [2.468, 0.256, -1.953], [-0.475, 0.950, -4.024], [-1.242, 0.658, -1.882], [-2.205, -0.757, 1.480], [-0.746, 1.089, 2.201], [1.584, 1.588, 2.848], [2.258, -1.300, -2.719], [0.097, 1.304, -1.297], [3.607, -0.692, 0.034], [1.726, 2.153, 1.135], [1.744, -1.228, -0.710], [0.364, 0.624, 1.467], [-1.409, -2.479, -0.934], [0.500, 0.548, -3.754], [0.663, -2.840, 2.473], [-1.189, -2.689, -1.849], [-2.078, 0.716, 1.565], [0.922, -0.047, -4.567], [-3.065, 2.463, 2.391], [-3.221, 1.382, 2.358], [-2.363, -1.143, 2.407], [1.806, -0.628, -1.975], [1.570, 1.295, 1.800], [-3.008, -1.024, 0.917], [-0.334, -1.263, 0.376], [0.404, -0.278, -2.478], [-0.712, 0.616, 3.199], [2.399, 0.609, 1.625], [-0.375, 0.403, -1.409], [-4.148, 1.246, 1.799], [1.191, 1.391, -3.641], [3.564, -2.187, -0.959], [2.911, -2.190, 0.663]]
}


{
  "formula": "C12H16ClNO",
  "method": "the ωB97M-V functional and the def2-TZVPD basis",
  "multiplicity": 1,
  "de_lowest_kj_mol": 369.8,
  "e_lumo_ha": -0.01645,
  "max_force_ev_per_a": 1.27,
  "symbols": ["O", "C", "H", "C", "H", "N", "H", "H", "H", "H", "H", "H", "C", "H", "C", "C", "H", "H", "C", "C", "H", "H", "C", "H", "Cl", "C", "C", "C", "H", "C", "H"],
  "coordinates": [[1.093, 0.698, 4.585], [-0.900, 1.643, 5.490], [0.558, 1.853, 1.448], [2.751, 2.713, 3.135], [-1.858, 1.206, 0.907], [-0.348, 0.006, 1.826], [4.558, 4.838, 1.197], [-1.841, 1.852, 4.986], [-2.413, -0.251, 1.810], [-0.964, 0.688, 6.000], [2.428, 6.132, 1.329], [-0.753, 2.423, 6.241], [0.308, 2.710, 3.585], [-0.586, 3.343, 3.579], [1.415, 4.645, 2.493], [0.262, 1.616, 4.517], [0.204, -1.847, 0.908], [0.394, -1.764, 2.697], [0.683, 0.792, 1.675], [-1.706, 0.584, 1.805], [-1.238, -1.850, 1.961], [0.480, 5.204, 2.564], [3.821, 3.223, 2.431], [4.748, 2.650, 2.382], [2.226, 0.168, 1.399], [1.483, 3.347, 3.086], [3.710, 4.449, 1.762], [-0.227, -1.468, 1.846], [2.829, 1.788, 3.711], [2.507, 5.165, 1.828], [-1.848, 1.211, 2.698]]
}


What is the formula in the second record? C8H23IN2O3Pd